{
  "formula": "C17H30BKN7O2",
  "method": "the ωB97M-V functional and the def2-TZVPD basis",
  "homo_lumo_gap_ev": 5.29,
  "total_charge": 1,
  "e_tot_ha": -1824.132863,
  "homo_energy_ev": -8.4,
  "e_above_lowest_kcal_mol": 90.2,
  "multiplicity": 1,
  "species": ["K", "N", "C", "C", "C", "N", "C", "C", "N", "C", "H", "H", "H", "H", "H", "H", "H", "H", "H", "H", "H", "H", "H", "H", "H", "H", "C", "C", "C", "C", "N", "C", "N", "N", "N", "H", "H", "H", "H", "H", "H", "H", "H", "H", "H", "O", "B", "O", "C", "C", "C", "C", "C", "C", "H", "H", "H", "H"],
  "xyz": [[-1.115, -1.365, 1.194], [1.845, 2.411, -4.319], [1.910, 1.503, -3.082], [0.491, 1.316, -2.562], [0.086, 2.439, -1.616], [-1.267, 2.204, -1.120], [1.058, 2.526, -0.426], [2.434, 1.890, -0.668], [2.362, 0.445, -0.473], [2.877, 2.165, -2.100], [1.281, 1.992, -5.059], [2.776, 2.608, -4.687], [1.415, 3.302, -4.061], [2.306, 0.564, -3.464], [0.463, 0.372, -2.018], [-0.212, 1.226, -3.398], [0.145, 3.402, -2.163], [-1.990, 2.459, -1.781], [-1.421, 2.734, -0.272], [0.612, 2.013, 0.428], [1.188, 3.575, -0.149], [3.150, 2.376, 0.006], [1.799, 0.256, 0.380], [3.288, 0.059, -0.318], [3.894, 1.813, -2.283], [2.882, 3.253, -2.248], [-0.871, -6.862, -2.830], [-1.514, -6.012, -3.920], [-0.470, -5.226, -4.705], [-2.620, -5.110, -3.375], [-2.121, -4.030, -2.519], [-1.776, -2.773, -2.817], [-1.335, -2.180, -1.733], [-1.428, -3.119, -0.760], [-1.898, -4.219, -1.220], [-0.118, -7.522, -3.260], [-1.607, -7.481, -2.318], [-0.379, -6.242, -2.079], [-2.034, -6.677, -4.617], [0.116, -4.580, -4.047], [-0.922, -4.608, -5.484], [0.228, -5.907, -5.191], [-3.330, -5.670, -2.768], [-3.169, -4.628, -4.185], [-1.864, -2.342, -3.798], [-0.618, -0.229, 3.257], [0.484, 0.251, 2.414], [1.470, 0.708, 3.321], [1.014, 0.533, 4.599], [1.640, 0.842, 5.787], [0.939, 0.561, 6.959], [-0.330, -0.006, 6.924], [-0.950, -0.316, 5.713], [-0.243, -0.034, 4.567], [2.625, 1.285, 5.802], [1.392, 0.791, 7.914], [-0.848, -0.210, 7.851], [-1.939, -0.753, 5.677]],
  "forces_ev_per_a": [[-0.69, -0.48, -0.69], [-0.04, 0.04, -0.06], [0.00, -0.01, -0.14], [0.02, -0.12, 0.05], [-0.01, 0.10, 0.03], [0.13, -0.04, 0.05], [0.03, 0.04, -0.03], [0.01, 0.01, 0.10], [-0.15, -0.03, 0.32], [-0.01, 0.16, -0.08], [0.02, 0.00, 0.01], [0.00, -0.02, 0.01], [0.00, -0.02, 0.02], [-0.01, -0.01, 0.07], [-0.03, 0.06, -0.02], [-0.05, 0.03, -0.04], [-0.01, -0.03, -0.06], [0.06, 0.04, -0.07], [-0.07, -0.02, 0.02], [-0.04, -0.06, 0.07], [0.01, -0.03, 0.00], [-0.07, -0.04, -0.03], [0.18, -0.04, -0.24], [-0.06, 0.02, 0.04], [0.01, -0.02, 0.03], [0.01, 0.00, -0.02], [0.01, 0.00, 0.02], [-0.05, -0.06, -0.08], [0.01, 0.02, 0.00], [-0.04, 0.16, 0.07], [-0.02, -0.09, 0.00], [0.07, 0.05, 0.03], [-0.10, -0.18, -0.01], [-0.09, -0.17, -0.34], [0.06, 0.00, 0.06], [0.00, -0.01, -0.02], [-0.02, 0.01, 0.01], [0.02, 0.02, 0.01], [0.03, -0.02, 0.01], [0.01, 0.01, 0.02], [-0.03, 0.01, -0.01], [0.01, -0.01, 0.00], [0.02, -0.03, -0.03], [0.03, -0.02, -0.01], [0.01, 0.02, -0.02], [0.43, 0.28, 0.47], [0.63, 0.38, 0.43], [-0.07, 0.09, -0.04], [0.11, 0.05, -0.01], [-0.05, -0.01, 0.04], [0.01, 0.00, -0.01], [-0.02, -0.01, -0.01], [0.07, 0.02, 0.08], [-0.27, -0.03, -0.04], [0.01, 0.01, 0.00], [0.00, 0.00, 0.01], [0.00, 0.00, 0.01], [-0.01, 0.00, 0.00]],
  "nbo_charge": [0.896, -0.678, -0.017, -0.445, -0.042, -0.830, -0.451, -0.040, -0.914, -0.438, 0.434, 0.437, 0.435, 0.230, 0.288, 0.194, 0.132, 0.360, 0.376, 0.267, 0.215, 0.199, 0.407, 0.364, 0.229, 0.201, -0.613, -0.227, -0.616, -0.211, -0.173, 0.161, -0.323, -0.141, -0.033, 0.223, 0.220, 0.213, 0.219, 0.202, 0.205, 0.231, 0.238, 0.218, 0.223, -0.790, 0.251, -0.697, 0.218, -0.248, -0.216, -0.221, -0.273, 0.275, 0.225, 0.216, 0.216, 0.218]
}

{
  "formula": "C17H30CdCl2N3O3",
  "method": "the ωB97M-V functional and the def2-TZVPD basis",
  "homo_lumo_gap_ev": 6.90,
  "total_charge": -1,
  "e_tot_ha": -2144.024457,
  "homo_energy_ev": -4.2,
  "e_above_lowest_kcal_mol": 0.0,
  "multiplicity": 1,
  "species": ["O", "C", "C", "C", "H", "C", "H", "C", "H", "C", "H", "C", "H", "H", "C", "C", "H", "H", "H", "C", "C", "H", "H", "H", "H", "Cd", "Cl", "Cl", "H", "H", "C", "C", "N", "H", "C", "O", "H", "H", "H", "H", "H", "H", "C", "C", "N", "H", "C", "O", "H", "H", "H", "H", "N", "H", "H", "H"],
  "xyz": [[0.367, -0.065, -0.586], [-0.675, 0.290, -1.319], [-0.420, 1.641, -2.042], [0.295, 2.665, -1.421], [0.628, 2.521, -0.384], [0.569, 3.857, -2.111], [1.181, 4.614, -1.619], [0.046, 4.046, -3.395], [0.233, 4.984, -3.922], [-0.719, 3.035, -4.001], [-1.154, 3.170, -4.999], [-0.922, 1.827, -3.328], [-1.502, 0.999, -3.753], [-0.794, -0.448, -2.142], [-2.794, -1.049, -0.470], [-2.128, 0.296, -0.573], [-3.833, -1.062, -0.854], [-2.828, -1.390, 0.575], [-2.255, -1.788, -1.077], [-2.807, 1.448, -0.407], [-4.217, 1.579, 0.093], [-2.380, 2.397, -0.729], [-4.854, 2.155, -0.604], [-4.228, 2.113, 1.054], [-4.667, 0.594, 0.274], [-0.751, 0.478, 2.031], [0.769, 2.392, 2.046], [-2.989, 0.235, 2.915], [4.546, 1.408, -1.203], [5.029, 1.642, 1.382], [3.500, 1.464, -0.865], [3.951, 1.505, 1.565], [3.345, 0.835, 0.430], [2.858, 0.936, -1.587], [2.740, -0.348, 0.581], [2.488, -0.896, 1.670], [3.790, 0.905, 2.462], [2.457, -0.824, -0.385], [3.206, 2.518, -0.821], [3.488, 2.489, 1.701], [-0.511, -5.485, 2.248], [1.413, -5.499, 0.299], [-1.023, -4.855, 1.504], [0.771, -4.754, -0.198], [-0.065, -4.055, 0.765], [-1.742, -4.200, 2.003], [0.154, -2.765, 1.082], [-0.538, -2.126, 1.905], [1.390, -4.015, -0.714], [0.996, -2.309, 0.543], [-1.542, -5.517, 0.801], [0.137, -5.280, -0.926], [0.386, -0.451, 3.936], [0.141, 0.025, 4.802], [1.414, -0.456, 3.807], [0.050, -1.425, 3.960]],
  "forces_ev_per_a": [[0.44, -0.49, 2.04], [-1.20, 0.72, -0.34], [-0.48, -0.26, 0.22], [0.18, 0.15, -0.07], [-0.02, 0.00, -0.57], [-0.37, -0.57, 0.04], [-0.24, -0.02, -0.20], [-0.03, -0.10, -0.07], [-0.06, -0.25, 0.08], [0.08, -0.09, 0.06], [0.27, 0.07, 0.38], [0.03, 0.30, 0.05], [0.18, 0.42, -0.08], [-0.58, 0.02, -0.29], [-0.14, -0.51, 0.39], [0.67, 0.89, -1.96], [0.39, 0.26, 0.22], [-0.03, -0.11, -0.29], [0.11, 0.12, 0.25], [0.00, -0.30, -0.11], [-0.18, -0.15, 0.28], [0.32, -0.20, 0.20], [0.31, -0.22, 0.10], [-0.01, -0.13, -0.19], [0.02, 0.34, -0.03], [0.70, -0.36, -0.67], [-0.10, 0.25, 0.26], [-0.13, -0.07, 0.28], [-0.09, 0.06, 0.05], [-0.15, -0.10, 0.05], [-0.08, -0.50, -0.20], [-0.10, 0.28, -0.09], [0.52, 0.19, 0.27], [0.13, 0.32, 0.25], [-0.72, -0.86, 0.43], [0.61, 0.47, -0.93], [0.02, 0.12, -0.18], [0.06, 0.36, 0.50], [-0.09, -0.21, 0.03], [0.08, -0.21, 0.07], [-0.12, 0.15, -0.09], [-0.09, 0.18, -0.12], [-0.02, -0.08, -0.15], [-0.07, 0.19, 0.21], [-0.02, -0.32, 0.17], [0.18, -0.09, -0.09], [-0.78, 1.17, 0.73], [0.94, -1.15, -1.20], [-0.07, -0.24, 0.03], [-0.35, 0.13, 0.11], [-0.03, 0.12, 0.16], [0.17, 0.18, 0.10], [0.48, -0.48, 0.20], [0.11, -0.16, -0.20], [-0.90, 0.05, -0.07], [0.24, 0.72, 0.00]],
  "nbo_charge": [-0.969, 0.107, 0.077, -0.267, 0.264, -0.217, 0.200, -0.256, 0.194, -0.237, 0.195, -0.248, 0.199, 0.093, -0.679, -0.061, 0.199, 0.243, 0.205, -0.190, -0.656, 0.206, 0.195, 0.235, 0.212, 1.629, -0.851, -0.855, 0.167, 0.168, -0.402, -0.418, -0.425, 0.239, 0.568, -0.719, 0.234, 0.151, 0.208, 0.220, 0.184, 0.183, -0.420, -0.398, -0.428, 0.251, 0.559, -0.714, 0.224, 0.183, 0.189, 0.192, -1.138, 0.374, 0.406, 0.396]
}

{
  "formula": "C17H30IKNO7P2",
  "method": "the ωB97M-V functional and the def2-TZVPD basis",
  "homo_lumo_gap_ev": 4.47,
  "total_charge": -1,
  "e_tot_ha": -2827.045176,
  "homo_energy_ev": -3.6,
  "multiplicity": 1,
  "species": ["C", "C", "C", "O", "C", "P", "C", "C", "O", "C", "O", "O", "C", "I", "C", "C", "O", "C", "C", "O", "C", "N", "P", "C", "C", "C", "C", "O", "H", "H", "H", "H", "H", "H", "H", "H", "H", "H", "H", "H", "H", "H", "H", "H", "H", "H", "H", "H", "H", "H", "H", "H", "H", "H", "H", "H", "H", "H", "K"],
  "xyz": [[4.779, 2.281, -1.103], [4.263, 0.956, -0.287], [3.205, 1.255, 0.929], [1.944, 1.907, 0.504], [1.271, 1.116, -0.531], [-0.650, 0.933, -0.264], [-1.045, 1.021, -2.153], [-0.122, 0.039, -3.085], [-0.582, -0.219, -4.332], [-0.589, 0.543, 1.621], [-1.633, 0.747, 2.475], [0.588, -0.089, 2.308], [-0.935, 2.806, -0.165], [-3.082, 3.126, -0.693], [-0.723, 3.540, 1.262], [-0.467, 5.162, 0.948], [-2.401, 0.761, -0.020], [-2.930, -0.641, -0.101], [-1.669, -1.635, -0.561], [-2.196, -2.082, -1.895], [-3.135, -3.215, -1.643], [-4.115, -4.054, -1.737], [-1.558, -3.374, 0.310], [-1.021, -3.219, 2.132], [-2.242, -2.707, 3.155], [-0.020, -4.193, -0.560], [1.411, -3.548, -0.078], [-0.440, -0.795, -0.563], [3.817, 2.902, -1.411], [5.551, 2.904, -0.466], [5.375, 1.919, -2.066], [5.232, 0.466, 0.207], [3.826, 0.095, -0.990], [3.747, 1.973, 1.702], [3.046, 0.234, 1.499], [1.522, 1.672, -1.558], [1.663, 0.020, -0.664], [-0.908, 2.118, -2.604], [-2.179, 0.742, -2.401], [0.888, -0.472, -2.790], [-0.276, 3.400, -0.964], [0.184, 3.202, 1.911], [-1.707, 3.428, 1.896], [-0.496, 5.812, 1.941], [0.616, 5.353, 0.489], [-1.302, 5.606, 0.233], [-3.932, -0.704, -0.703], [-3.222, -0.823, 1.030], [-0.784, -4.330, 2.503], [-0.018, -2.623, 2.293], [-3.279, -2.935, 2.639], [-2.112, -1.599, 3.504], [-2.140, -3.372, 4.142], [-0.047, -5.376, -0.490], [-0.129, -3.948, -1.721], [1.342, -2.461, 0.359], [2.156, -3.476, -1.007], [1.974, -4.194, 0.749], [-4.315, -1.956, -3.135]],
  "forces_ev_per_a": [[-0.26, -0.76, -0.34], [0.70, -0.47, 0.38], [1.15, -0.14, 0.37], [1.52, -2.20, -0.48], [0.83, -0.07, -1.23], [-0.56, 1.20, -0.01], [0.63, -0.03, -2.84], [-3.11, -0.22, -5.22], [2.61, 0.96, 6.51], [1.25, -2.09, 8.67], [4.07, -0.61, -4.52], [-4.61, 2.44, -4.25], [1.07, 1.80, 1.06], [0.32, 1.91, -0.40], [-0.47, 1.84, 0.09], [0.05, 0.34, 0.41], [-0.88, -4.95, -1.03], [1.46, 1.91, 3.16], [0.68, 3.14, 2.25], [-2.05, -3.95, -0.20], [-2.56, -4.95, 1.43], [7.34, 6.45, 0.22], [1.45, 0.43, 0.08], [0.28, -0.51, 1.79], [0.60, -0.67, 0.32], [0.80, 0.46, -1.05], [1.24, -0.03, 0.01], [-3.80, -4.42, -0.69], [2.26, -1.08, 0.60], [-1.85, -1.13, -1.14], [-1.40, 0.87, 1.90], [-2.09, 0.96, -0.87], [0.91, 2.15, 1.29], [-1.35, -1.22, -1.67], [-0.32, 2.03, -1.18], [-0.72, -1.11, 1.82], [-0.40, 2.07, 0.67], [-0.18, -2.38, 0.77], [2.57, 0.48, 0.44], [-1.81, 1.13, -0.27], [-1.57, -1.39, 1.58], [-1.67, 0.09, -1.54], [2.14, 0.11, -1.20], [0.00, -1.44, -1.91], [-2.37, -0.58, 0.78], [1.80, -1.02, 1.38], [1.91, 0.08, 0.51], [0.53, -0.13, -2.14], [-0.50, 2.13, -1.21], [-2.14, -0.66, -0.52], [2.00, 0.62, 1.21], [-0.28, -1.91, -1.20], [-0.40, 1.35, -2.18], [-0.03, 2.55, 0.13], [0.05, -0.49, 2.45], [-0.26, -2.05, -0.89], [-1.65, -0.27, 1.96], [-1.42, 1.22, -1.78], [-1.53, 2.22, -2.29]],
  "nbo_charge": [-0.641, -0.438, -0.072, -0.573, -0.393, 1.643, -0.863, 0.420, -0.652, 0.467, -0.770, -0.893, -0.590, 0.034, -0.470, -0.644, -0.854, -0.131, 0.294, -0.584, 0.403, -0.491, 0.840, -0.735, -0.636, -0.702, -0.662, -0.813, 0.226, 0.204, 0.199, 0.193, 0.204, 0.178, 0.223, 0.166, 0.207, 0.251, 0.233, 0.164, 0.222, 0.259, 0.239, 0.197, 0.196, 0.209, 0.138, 0.243, 0.222, 0.313, 0.196, 0.291, 0.198, 0.235, 0.236, 0.276, 0.209, 0.209, 0.968]
}